Formula: C15H17MnN4S5
Source: the Open Molecules 2025 dataset
Level of theory: ωB97M-V with the def2-TZVPD basis set

Geometry as XYZ:
```
42
Properties=species:S:1:pos:R:3:lowdin_charge:R:1
Mn 0.07471 0.60575 0.03815 -0.219
C 1.49269 2.87551 4.90329 -0.065
C 1.44252 1.51902 5.20701 -0.061
C 1.02008 0.60442 4.25962 -0.014
C 0.65274 1.05709 2.99686 -0.246
C 0.69903 2.40831 2.68570 -0.052
C 1.11720 3.31907 3.64465 -0.063
N 0.20727 0.14898 1.98283 -0.103
N -0.18489 -0.97075 2.37740 0.129
C -0.60325 -1.77000 1.30628 -0.285
C -1.13332 -3.02917 1.56733 -0.007
C -1.57387 -3.79348 0.50154 -0.067
C -1.45963 -3.30362 -0.79607 -0.062
C -0.92762 -2.04115 -1.04819 -0.109
C -0.49949 -1.24240 0.00833 -0.227
H 1.81852 3.58543 5.65124 0.111
H 1.73141 1.17361 6.19036 0.112
H 0.97572 -0.45197 4.48068 0.110
H 0.38351 2.76953 1.71345 0.083
H 1.13992 4.37392 3.40804 0.112
H -1.20296 -3.37926 2.58875 0.119
H -2.01072 -4.76711 0.67539 0.110
H -1.78911 -3.91607 -1.62600 0.112
H -0.84444 -1.69561 -2.07133 0.082
S -0.11972 1.13296 -2.11686 0.261
S -1.99321 1.36307 -2.67605 0.134
S -3.14162 1.05861 -1.03620 0.137
S -1.98618 1.37143 0.53141 0.310
C 5.15527 1.73876 0.34618 -0.075
N 4.83209 0.32299 0.20988 -0.020
C 3.62226 -0.14877 -0.05770 -0.714
S 2.32554 0.92909 -0.35749 0.733
N 3.43679 -1.46539 -0.13943 -0.024
C 4.48386 -2.45899 0.01598 -0.051
H 6.22253 1.81963 0.52985 0.095
H 4.60914 2.17714 1.17974 0.086
H 4.90419 2.27945 -0.56424 0.082
H 5.58761 -0.33702 0.29777 0.130
H 2.49763 -1.76449 -0.34905 0.123
H 5.25894 -2.33777 -0.74404 0.098
H 4.04387 -3.44376 -0.10522 0.098
H 4.93383 -2.40716 1.00975 0.097
```

E_LUMO (alpha / beta)	-5.3 / -5.4	eV
multiplicity	2
net charge	+1
highest occupied orbital energy (alpha / beta)	-11.17 / -11.18	eV
electronic energy	-3942.49513	hartree
orbital gap (alpha / beta)	0.2164 / 0.2141	hartree



Formula: CH2BF3
Source: the Open Molecules 2025 dataset
Level of theory: ωB97M-V with the def2-TZVPD basis set

Geometry as XYZ:
```
7
Properties=species:S:1:pos:R:3:lowdin_charge:R:1
B -0.15208 -1.57568 -0.83642 -0.072
C -0.27536 2.19398 1.07852 -0.148
F 0.53884 1.99469 2.05556 0.079
F 0.30298 1.82852 0.00070 0.078
F 0.09055 -0.94079 0.34684 0.030
H 0.76774 -1.67879 -1.44440 -0.001
H -1.27267 -1.82194 -1.20081 0.033
```

E_LUMO	0.4	eV
net charge	0
energy above the lowest of the compared OMol25 structures with the same formula, charge and spin	2.321	eV
highest occupied orbital energy	-10.86	eV
electronic energy	-363.68281	hartree
orbital gap	0.4124	hartree



Formula: C2H6ClN2
Source: the Open Molecules 2025 dataset
Level of theory: ωB97M-V with the def2-TZVPD basis set

Geometry as XYZ:
```
11
Properties=species:S:1:pos:R:3:lowdin_charge:R:1
C 0.82334 0.55675 -0.02001 -0.021
C -1.42330 0.40860 -0.33584 0.011
N 1.69941 -0.26290 -0.36518 -0.366
N -1.52132 -0.58604 0.51907 0.074
Cl 3.32692 -0.30504 0.37176 0.630
H 1.08006 1.33163 0.63477 0.065
H -1.14250 0.36928 -1.39656 0.115
H -1.74298 1.34654 0.00911 0.093
H -1.22913 -1.42603 0.04281 0.124
H -1.62522 -0.44332 1.57470 0.190
H 1.75472 -0.98947 -1.03464 0.086
```

E_LUMO	-4.7	eV
net charge	+1
energy above the lowest of the compared OMol25 structures with the same formula, charge and spin	4.631	eV
highest occupied orbital energy	-13.78	eV
electronic energy	-649.10251	hartree
orbital gap	0.3336	hartree



Formula: C25H34ClF3O23S
Source: the Open Molecules 2025 dataset
Level of theory: ωB97M-V with the def2-TZVPD basis set

Geometry as XYZ:
```
87
Properties=species:S:1:pos:R:3:lowdin_charge:R:1
O -0.28739 -0.94845 1.94885 -0.283
S 0.16995 0.08342 1.05377 0.640
O 1.57009 0.09980 0.76244 -0.250
C -0.32915 1.69160 1.63129 -0.159
C -1.17317 2.52685 0.65315 -0.151
C -2.21955 1.77072 -0.19679 -0.685
Cl -2.01351 2.29453 -1.91160 0.765
C -3.67010 2.10152 0.17956 -0.107
C -3.98052 2.02444 1.68046 -0.254
O -4.53041 3.25579 2.11578 0.028
C -4.91521 0.87417 2.02765 -0.575
F -4.26803 -0.30935 1.92591 0.138
F -5.36904 0.96739 3.28490 0.159
F -5.98229 0.80499 1.22368 0.165
C -2.00781 0.27286 -0.13572 -0.455
O -2.75695 -0.42653 -1.05707 0.042
O -0.60174 -0.04379 -0.32799 -0.150
H -0.79695 1.59315 2.60933 0.088
H 0.61625 2.20177 1.77048 0.090
H -1.70407 3.27947 1.23406 0.133
H -0.49775 3.05623 -0.00885 0.104
H -4.33197 1.46941 -0.40877 0.126
H -3.86369 3.12365 -0.13437 0.129
H -3.07572 1.86642 2.27346 0.146
H -5.40254 3.13539 2.50511 0.105
H -2.26168 -0.06178 0.87312 0.136
H -3.20378 -1.14198 -0.59151 0.126
O -2.39508 -5.46667 -4.44319 0.165
C -1.90898 -4.53069 -3.89904 -0.571
O -1.67077 -3.33246 -4.47766 0.063
C -1.29716 -2.40070 -3.45194 -0.122
C -0.77645 -3.31204 -2.36373 -0.103
O -1.51609 -4.51631 -2.59946 0.059
H -0.55883 -1.69796 -3.82443 0.085
H -2.18438 -1.84603 -3.14129 0.124
H 0.28875 -3.52675 -2.47478 0.133
H -0.96404 -2.94199 -1.35901 0.122
O -2.04870 2.59398 6.17533 0.178
C -1.93252 1.44831 5.89610 -0.568
O -2.32516 0.41074 6.66742 0.067
C -2.23244 -0.79347 5.89713 -0.103
C -1.19961 -0.42716 4.84806 -0.119
O -1.37748 0.99190 4.74133 0.024
H -1.93610 -1.62203 6.53389 0.133
H -3.21115 -1.00378 5.46250 0.132
H -0.18012 -0.62913 5.18135 0.135
H -1.35851 -0.89736 3.88553 0.100
O 1.35812 -0.85920 -3.95147 0.134
C 2.36954 -1.15779 -3.39028 -0.562
O 2.92127 -0.42769 -2.41089 0.074
C 3.94248 -1.21769 -1.78423 -0.097
C 4.30707 -2.19651 -2.88417 -0.093
O 3.07740 -2.27561 -3.62675 0.075
H 4.76486 -0.58196 -1.46829 0.136
H 3.50764 -1.71233 -0.91983 0.101
H 5.08708 -1.81569 -3.54523 0.132
H 4.58464 -3.17819 -2.51344 0.124
O 1.30619 5.11075 1.48777 0.169
C 2.33059 4.58797 1.78549 -0.576
O 3.15121 4.98744 2.78057 0.067
C 4.13814 3.97091 2.99030 -0.109
C 4.15773 3.26049 1.64849 -0.108
O 2.82802 3.48755 1.17303 0.043
H 5.08756 4.42346 3.26108 0.133
H 3.80093 3.32243 3.80060 0.132
H 4.85976 3.71196 0.94623 0.134
H 4.34967 2.19350 1.71759 0.130
O 4.01369 -4.03048 -0.03511 0.163
C 3.75200 -3.60678 1.04508 -0.567
O 2.96912 -2.52630 1.26404 0.032
C 2.67660 -2.44866 2.66315 -0.118
C 3.83879 -3.21910 3.26657 -0.103
O 4.18041 -4.12796 2.21187 0.072
H 2.62367 -1.40936 2.97360 0.125
H 1.71510 -2.93035 2.84427 0.132
H 4.70110 -2.58226 3.46921 0.132
H 3.57971 -3.77328 4.16381 0.133
O -2.31295 1.78152 -8.54637 0.162
C -1.65787 1.21094 -7.73722 -0.576
O -0.52558 0.52037 -8.00792 0.059
C 0.10414 0.17330 -6.76812 -0.116
C -1.06156 0.20650 -5.80077 -0.123
O -1.93642 1.16132 -6.41347 0.061
H 0.57848 -0.80020 -6.84367 0.131
H 0.85815 0.92635 -6.53428 0.132
H -1.57471 -0.75468 -5.74205 0.125
H -0.78023 0.53323 -4.80367 0.116
```

E_LUMO	-0.4	eV
SMILES string	O=S1(=O)CC[C@](Cl)(C[C@@H](O)C(F)(F)F)[C@@H](O)O1.O=C1OCCO1.O=C1OCCO1.O=C1OCCO1.O=C1OCCO1.O=C1OCCO1.O=C1OCCO1
net charge	0
highest occupied orbital energy	-10.53	eV
electronic energy	-3861.61843	hartree
orbital gap	0.3712	hartree



Formula: C3H10NO3
Source: the Open Molecules 2025 dataset
Level of theory: ωB97M-V with the def2-TZVPD basis set

Geometry as XYZ:
```
17
Properties=species:S:1:pos:R:3:lowdin_charge:R:1
C 0.47737 -0.83927 0.55999 -0.213
C 0.56659 -0.16986 1.98940 -0.295
O -0.45929 0.78991 2.10162 -0.194
N -0.24882 -0.04079 -0.44081 -0.109
C 0.40249 1.29088 -0.85562 -0.459
O 0.56407 2.20788 0.12176 -0.302
H -0.05287 -1.78750 0.71272 0.094
H 1.48393 -1.00670 0.16710 0.098
H 0.26541 -0.88187 2.74723 0.083
H 1.51629 0.28577 2.22966 0.090
H -0.11096 1.54985 1.40957 0.074
H -1.14575 0.05193 0.02054 0.090
H 1.20954 1.09128 -1.59332 0.087
H -0.42386 1.61609 -1.55073 0.079
H -1.97113 -1.29434 -3.06574 0.002
H -0.87238 -1.17260 -1.89039 -0.011
O -1.20064 -1.69064 -2.66296 -0.116
```

E_LUMO	4.0	eV
net charge	-1
energy above the lowest of the compared OMol25 structures with the same formula, charge and spin	0.312	eV
highest occupied orbital energy	-3.55	eV
electronic energy	-400.77600	hartree
orbital gap	0.2790	hartree



Formula: C3H9N
Source: the Open Molecules 2025 dataset
Level of theory: ωB97M-V with the def2-TZVPD basis set

Geometry as XYZ:
```
13
Properties=species:S:1:pos:R:3:lowdin_charge:R:1
C 1.33005 -0.50137 -0.73992 -0.028
C 0.74179 -0.37196 0.43221 -0.253
C 1.07303 -1.18360 1.65946 -0.108
H 0.99634 -0.11345 -1.69167 0.045
H 2.29367 -1.00219 -0.78458 0.054
H -0.12187 0.29018 0.49527 0.075
H 0.50124 -2.11139 1.56973 0.077
H 2.14580 -1.31669 1.73468 0.072
H 0.61661 -0.73228 2.54090 0.065
N -2.35795 1.97967 -1.19172 0.012
H -2.40000 2.12460 -2.19633 0.007
H -1.59913 1.33813 -1.00667 -0.024
H -3.21959 1.60036 -0.82136 0.004
```

E_LUMO	1.1	eV
SMILES string	C=CC.N
net charge	0
energy above the lowest of the compared OMol25 structures with the same formula, charge and spin	0.991	eV
highest occupied orbital energy	-9.65	eV
electronic energy	-174.41662	hartree
orbital gap	0.3939	hartree